A molecular structure, C55H57AsN12O8PRbS2, computed with ωB97M-V/def2-TZVPD.

Properties
Maximum force   0.33 eV/Å
Electronic energy   -184676.3553 eV
Relative energy (zero: lowest compared OMol25 entry of this formula, charge and spin)   16.9 kcal/mol
Charge   -2
HOMO energy   -1.8055 eV
Kohn-Sham gap   5.13 eV

Last column: Mulliken charge in e.
CARTESIAN COORDINATES (ANGSTROEM)
Rb1 0.647 -0.390 1.027  0.46
N1 -2.418 2.527 3.294  -0.41
N2 -1.280 1.931 3.877  -0.11
C1 -0.170 1.637 3.045  -0.05
O1 0.672 0.869 3.575  -0.68
O2 -0.123 2.139 1.895  -0.43
H1 -2.916 3.023 4.022  0.21
H2 -3.037 1.822 2.911  0.13
H3 -1.453 1.152 4.503  0.26
C2 0.162 -6.219 3.141  -0.85
C3 -1.164 -6.277 3.551  -0.61
C4 -2.030 -5.239 3.245  -0.19
C5 -1.554 -4.149 2.529  -0.74
C6 -0.240 -4.102 2.089  1.36
C7 0.627 -5.132 2.413  -0.74
N3 -2.494 -3.104 2.267  -0.77
N4 -1.989 -2.042 1.891  1.46
C8 -2.970 -1.035 1.628  -0.18
C9 -4.043 -0.851 2.492  -0.63
C10 -4.968 0.120 2.148  -0.68
C11 -4.776 0.856 0.988  -0.91
C12 -3.647 0.609 0.224  -0.03
N5 -2.742 -0.316 0.538  0.25
H4 0.842 -7.021 3.402  0.44
H5 -1.519 -7.124 4.124  0.39
H6 -3.063 -5.243 3.568  0.46
H7 0.069 -3.238 1.518  0.18
H8 1.666 -5.067 2.115  0.43
H9 -4.108 -1.438 3.396  0.44
H10 -5.819 0.313 2.790  0.35
H11 -5.467 1.635 0.694  0.40
H12 -3.447 1.191 -0.667  0.34
O3 4.294 -2.467 2.697  -0.99
C13 4.046 -2.281 1.469  0.45
O4 2.920 -1.903 1.062  -0.11
C14 5.178 -2.563 0.481  -0.11
C15 6.379 -2.956 1.091  -0.82
C16 7.518 -3.287 0.388  -0.60
C17 7.466 -3.234 -1.005  -0.45
C18 6.303 -2.849 -1.630  -0.83
C19 5.116 -2.488 -0.939  0.72
S1 3.779 -2.005 -1.970  -0.35
H13 6.375 -2.994 2.172  0.37
H14 8.423 -3.582 0.908  0.35
H15 8.337 -3.490 -1.602  0.32
H16 6.261 -2.801 -2.711  0.35
C20 -1.901 -5.675 -1.174  -0.46
C21 -1.535 -6.968 -1.885  -0.83
S2 -0.733 -6.709 -3.456  1.21
O5 -1.480 -5.701 -4.168  -0.58
O6 -0.541 -8.005 -4.067  -0.75
C22 0.901 -6.068 -3.042  -0.46
C23 1.189 -4.672 -3.589  -1.38
N6 0.450 -3.647 -2.858  0.98
C24 0.660 -3.356 -1.548  -1.19
N7 -0.176 -2.416 -1.123  1.55
C25 -0.974 -2.106 -2.172  -0.82
C26 -0.597 -2.840 -3.260  -0.67
N8 -1.106 -2.718 -4.583  1.27
O7 -0.445 -3.143 -5.518  -0.69
O8 -2.168 -2.131 -4.707  -0.70
C27 1.651 -4.060 -0.698  0.39
H17 -2.469 -5.895 -0.271  0.52
H18 -2.501 -5.037 -1.823  0.30
H19 -1.022 -5.109 -0.869  -0.16
H20 -2.417 -7.551 -2.156  0.43
H21 -0.872 -7.609 -1.301  0.36
H22 1.597 -6.803 -3.443  0.60
H23 0.987 -6.076 -1.957  0.10
H24 0.930 -4.596 -4.638  0.57
H25 2.252 -4.448 -3.472  0.54
H26 -1.751 -1.362 -2.115  0.57
H27 2.517 -4.377 -1.277  0.76
H28 1.192 -4.911 -0.185  -0.23
H29 2.033 -3.349 0.040  -1.30
N9 3.114 -1.994 5.401  -0.41
C28 1.823 -1.866 5.012  0.68
N10 1.582 -2.142 3.730  0.36
N11 0.910 -1.549 5.919  -0.93
C29 -0.335 -1.446 5.497  0.84
N12 -1.452 -1.342 5.188  -0.75
H30 3.798 -2.038 4.650  0.31
H31 3.354 -1.539 6.263  0.22
H32 2.370 -2.177 3.073  0.40
H33 0.672 -1.878 3.392  -0.48
C30 -1.874 4.099 -2.701  -1.72
C31 -0.801 4.899 -3.423  -0.82
As1 -1.457 5.667 -5.108  0.22
C32 -2.608 7.025 -4.288  0.09
C33 -2.107 8.057 -3.497  -0.12
C34 -2.965 8.956 -2.883  -0.53
C35 -4.340 8.831 -3.046  -0.52
C36 -4.850 7.807 -3.829  -0.49
C37 -3.986 6.912 -4.450  -0.37
C38 0.064 6.838 -5.498  -0.03
C39 -0.126 7.923 -6.353  -0.30
C40 0.929 8.758 -6.685  -0.58
C41 2.197 8.513 -6.173  -0.38
C42 2.399 7.432 -5.330  -0.70
C43 1.338 6.599 -4.992  -0.03
P1 -1.444 3.481 -0.992  0.03
C44 -1.046 5.049 -0.132  0.45
C45 -1.667 6.250 -0.477  -0.43
C46 -1.437 7.408 0.253  -0.60
C47 -0.584 7.380 1.347  -0.59
C48 0.020 6.184 1.713  -0.81
C49 -0.211 5.023 0.988  -0.12
C50 0.198 2.762 -1.372  0.74
C51 0.240 1.398 -1.651  -0.81
C52 1.439 0.767 -1.958  0.60
C53 2.622 1.493 -1.971  -0.59
C54 2.590 2.854 -1.699  -1.00
C55 1.389 3.485 -1.405  -0.05
H34 -2.113 3.195 -3.269  0.66
H35 -2.812 4.657 -2.618  0.69
H36 0.038 4.247 -3.667  0.77
H37 -0.422 5.717 -2.805  0.46
H38 -1.037 8.154 -3.352  0.34
H39 -2.562 9.749 -2.266  0.44
H40 -5.010 9.529 -2.559  0.38
H41 -5.920 7.701 -3.956  0.39
H42 -4.388 6.112 -5.061  0.36
H43 -1.114 8.125 -6.753  0.35
H44 0.763 9.602 -7.343  0.36
H45 3.024 9.164 -6.431  0.36
H46 3.383 7.233 -4.925  0.39
H47 1.516 5.765 -4.324  0.42
H48 -2.339 6.299 -1.326  0.47
H49 -1.927 8.330 -0.038  0.39
H50 -0.401 8.282 1.920  0.36
H51 0.665 6.144 2.582  0.44
H52 0.209 4.077 1.315  0.23
H53 -0.675 0.817 -1.568  0.05
H54 1.488 -0.302 -2.129  -0.21
H55 3.547 0.962 -2.155  0.37
H56 3.510 3.426 -1.691  0.41
H57 1.384 4.543 -1.170  0.53